Entry 1:
{"formula": "C12H43BN13O8Pd", "method": "ωB97M-V with the def2-TZVPD basis set", "symbols": ["Pd", "B", "H", "H", "H", "H", "C", "O", "C", "C", "N", "C", "C", "O", "C", "H", "H", "H", "H", "H", "H", "H", "H", "H", "H", "H", "H", "H", "H", "H", "C", "O", "N", "N", "H", "H", "H", "H", "C", "O", "N", "N", "H", "H", "H", "H", "C", "O", "N", "N", "H", "H", "H", "H", "C", "O", "N", "N", "H", "H", "H", "H", "C", "O", "N", "N", "H", "H", "H", "H", "C", "O", "N", "N", "H", "H", "H", "H"], "coordinates": [[-0.898, -0.884, -2.851], [0.160, 0.219, -1.264], [0.791, 0.707, -0.460], [0.448, -0.871, -1.320], [-0.950, 0.266, -1.105], [0.533, 0.768, -2.195], [-1.327, -1.616, 6.837], [-0.602, -1.187, 5.705], [-1.468, -1.051, 4.567], [-0.585, -0.475, 3.472], [-0.587, 0.956, 3.478], [0.335, 1.722, 2.651], [0.204, 3.173, 3.120], [0.803, 3.365, 4.403], [0.544, 4.660, 4.913], [-2.125, -0.973, 7.214], [-0.518, -1.686, 7.569], [-1.696, -2.645, 6.755], [-2.329, -0.409, 4.766], [-1.826, -2.031, 4.239], [-0.955, -0.850, 2.509], [0.424, -0.899, 3.561], [-0.810, 1.511, 4.287], [0.121, 1.630, 1.586], [1.385, 1.467, 2.854], [-0.826, 3.534, 3.076], [0.818, 3.733, 2.405], [0.896, 4.593, 5.942], [-0.507, 4.950, 5.018], [1.019, 5.470, 4.355], [2.240, -2.182, 1.049], [1.847, -3.047, 0.237], [2.265, -0.869, 0.811], [2.642, -2.557, 2.284], [2.688, -0.317, 1.537], [1.583, -0.444, 0.187], [2.813, -3.549, 2.359], [3.246, -1.992, 2.857], [1.478, 3.757, -0.832], [1.780, 4.948, -0.847], [0.231, 3.235, -0.761], [2.424, 2.791, -0.979], [-0.619, 3.768, -0.763], [0.128, 2.223, -0.762], [2.119, 1.859, -1.177], [3.381, 2.989, -1.212], [-1.674, -3.527, -1.461], [-1.976, -2.317, -1.445], [-0.543, -4.034, -0.973], [-2.399, -4.423, -2.213], [0.129, -3.670, -0.306], [-0.443, -5.006, -1.216], [-2.535, -5.353, -1.854], [-3.175, -3.888, -2.577], [0.572, 1.020, -5.156], [-0.238, 0.351, -4.514], [1.708, 1.497, -4.614], [0.403, 1.338, -6.464], [2.256, 2.136, -5.162], [1.876, 1.385, -3.630], [-0.451, 1.153, -6.960], [1.114, 1.767, -7.029], [-3.856, 0.607, -2.268], [-2.733, 0.322, -2.743], [-4.166, 1.860, -1.878], [-4.709, -0.365, -1.917], [-5.123, 2.089, -1.680], [-3.514, 2.546, -2.223], [-5.600, 0.046, -1.693], [-4.474, -1.290, -2.229], [1.835, -2.619, -3.474], [0.647, -2.262, -3.517], [2.563, -2.809, -4.596], [2.576, -2.783, -2.358], [3.562, -2.746, -4.600], [2.038, -2.828, -5.455], [3.426, -3.308, -2.453], [2.187, -2.649, -1.418]], "forces_ev_per_angstrom": [[-0.701, -1.124, -0.855], [0.726, 0.703, -0.067], [0.501, 0.417, 1.621], [1.109, -2.324, 0.244], [-2.083, 1.001, 1.040], [0.470, 0.999, -1.375], [1.549, -0.739, 0.873], [-1.798, 0.242, -0.476], [1.497, -0.149, -0.185], [-0.385, 0.098, -0.168], [-0.067, 0.861, -1.110], [-0.587, 0.133, 1.727], [1.468, 0.156, -1.100], [-1.150, -0.097, -0.540], [0.083, -0.141, 0.922], [0.048, 0.313, -0.373], [-0.455, 0.125, 0.479], [-0.253, 0.057, -0.412], [0.012, 0.097, 0.137], [-0.094, -0.142, 0.226], [-0.081, 0.194, -0.158], [0.088, -0.084, 0.284], [0.044, -0.878, 0.587], [-0.008, 0.050, -0.016], [0.154, -0.252, -0.211], [-0.114, -0.066, 0.174], [-0.305, 0.441, -0.131], [0.340, 0.440, -0.089], [-0.278, -0.511, -0.414], [0.346, -0.169, -0.073], [-0.297, -0.543, 0.025], [-0.225, 0.513, 0.369], [0.421, 0.263, 0.024], [0.545, -1.011, 0.359], [-0.336, 0.406, -0.089], [0.320, -0.177, 0.031], [-0.018, 0.063, 0.098], [-0.181, 0.234, -0.033], [0.543, 1.818, -0.814], [-0.634, -0.719, 0.293], [-0.756, -0.679, 0.243], [0.728, -1.183, 0.012], [0.394, 0.459, 0.110], [-0.141, 0.697, -0.023], [-0.007, -0.281, 0.031], [-0.163, 0.558, 0.165], [1.311, 0.109, -0.594], [-0.261, 0.061, -0.202], [-0.248, -1.169, 0.232], [-0.331, 1.259, 0.271], [-0.129, 0.662, -0.097], [0.469, -0.020, 0.232], [-0.282, -0.016, -0.148], [-0.417, -0.883, -0.142], [0.405, 0.226, 0.090], [-0.698, -0.087, -0.672], [0.236, -0.046, -0.189], [-0.396, -0.078, -0.540], [0.181, 0.100, 0.348], [-0.057, 0.061, -0.014], [-0.122, -0.283, 0.386], [0.164, 0.085, 0.300], [2.187, -1.273, 0.760], [-0.777, 0.896, -0.454], [0.280, -0.001, -0.625], [-0.309, 1.283, -0.231], [0.109, 0.404, -0.005], [-0.337, 0.291, 0.126], [-0.545, -1.409, 0.111], [-0.548, -0.114, 0.156], [1.217, 0.557, 0.908], [-0.150, -0.507, -0.245], [-0.908, -0.221, -0.952], [-0.733, 0.279, -0.047], [0.013, -0.119, -0.062], [0.336, 0.139, -0.096], [0.059, 0.010, 0.191], [0.011, -0.267, -0.155]], "lowdin_charge": [1.140, -0.486, -0.021, -0.017, -0.002, -0.012, -0.129, -0.187, -0.210, -0.221, -0.065, -0.195, -0.227, -0.182, -0.118, 0.088, 0.089, 0.085, 0.124, 0.118, 0.113, 0.105, 0.112, 0.093, 0.112, 0.126, 0.118, 0.089, 0.085, 0.089, -0.629, -0.052, 0.198, 0.174, 0.106, 0.028, 0.115, 0.111, -0.684, 0.017, 0.165, 0.154, 0.111, 0.008, 0.035, 0.107, -0.628, -0.066, 0.213, 0.164, 0.081, 0.118, 0.110, 0.103, -0.618, -0.058, 0.197, 0.178, 0.113, 0.089, 0.116, 0.108, -0.622, -0.086, 0.191, 0.194, 0.113, 0.123, 0.114, 0.109, -0.615, -0.072, 0.169, 0.197, 0.109, 0.115, 0.112, 0.051], "total_charge": 1, "multiplicity": 3, "gap_ha": [0.284, 0.198], "homo_ev": [-9.7084, -9.7081]}

***

Entry 2:
{"formula": "C5H15N2O", "method": "ωB97M-V with the def2-TZVPD basis set", "symbols": ["C", "O", "C", "N", "H", "H", "H", "H", "H", "H", "H", "C", "C", "C", "N", "H", "H", "H", "H", "H", "H", "H", "H"], "coordinates": [[1.547, -0.680, 1.642], [0.743, -1.444, 0.670], [1.050, 0.767, 1.652], [1.777, 1.447, 2.746], [1.349, -1.090, 2.663], [2.599, -0.816, 1.334], [0.927, -2.358, 0.632], [1.167, 1.242, 0.642], [-0.022, 0.800, 1.840], [1.348, 2.374, 2.744], [2.702, 1.623, 2.372], [-2.343, 0.329, -0.752], [-1.447, -0.086, -1.837], [-1.737, -0.445, -3.106], [-0.023, -0.018, -1.434], [-3.402, 0.344, -1.036], [-2.291, -0.309, 0.143], [-2.199, 1.379, -0.437], [-0.973, -0.773, -3.790], [-2.781, -0.388, -3.440], [0.237, -0.563, -0.545], [0.097, 0.945, -1.028], [0.606, -0.174, -2.229]], "forces_ev_per_angstrom": [[-0.525, -2.241, -0.476], [-0.130, 3.241, 0.950], [-0.370, -1.949, 1.326], [-1.241, 1.979, -5.301], [0.389, 0.170, -0.798], [-0.305, 0.449, 0.483], [0.622, -1.782, 0.282], [0.827, 0.505, 0.930], [-0.097, 0.003, 0.209], [-0.373, 0.415, 2.017], [1.631, -0.673, 1.365], [-1.170, 0.697, 0.882], [-0.319, -0.728, -2.065], [-0.264, 0.642, 1.856], [-0.023, 1.348, 1.395], [0.291, -0.335, -0.267], [0.180, 0.056, -0.257], [0.377, -0.243, -0.055], [0.065, 0.050, -0.261], [0.589, -0.261, 0.127], [-0.261, -0.810, -1.318], [0.047, -0.568, -1.358], [0.058, 0.033, 0.332]], "nbo_charge": [-0.094, -0.743, -0.335, -0.163, 0.237, 0.227, 0.533, 0.288, 0.270, 0.426, 0.420, -0.699, 0.108, -0.310, -0.724, 0.290, 0.239, 0.227, 0.225, 0.261, 0.459, 0.401, 0.457], "total_charge": 2, "multiplicity": 2, "gap_ha": [0.364, 0.125], "homo_ev": [-17.0547, -17.0391], "e_above_lowest_kj_mol": 350.1}

***

Entry 3:
{"formula": "C3H3Br3", "method": "ωB97M-V with the def2-TZVPD basis set", "symbols": ["C", "C", "C", "Br", "Br", "Br", "H", "H", "H"], "coordinates": [[0.793, -0.596, -0.534], [-0.243, -1.140, -1.019], [-0.015, 1.175, 1.460], [-0.086, -2.070, -2.842], [-1.905, 0.795, 1.820], [0.210, 2.640, 0.316], [1.851, -0.492, -0.916], [-1.224, -1.163, -0.599], [0.618, 0.850, 2.314]], "forces_ev_per_angstrom": [[2.574, 0.851, -0.032], [-0.741, -0.931, -1.410], [-1.273, -1.012, -0.087], [-0.217, 0.614, 1.307], [1.416, 0.095, -0.207], [0.377, -0.255, 0.651], [-1.385, 0.063, 0.876], [-0.513, -0.195, -0.098], [-0.237, 0.771, -0.999]], "nbo_charge": [-0.094, -0.337, -0.407, -0.044, 0.055, 0.149, 0.217, 0.236, 0.224], "multiplicity": 1, "gap_ha": [0.311, 0.277], "homo_ev": [-9.3778, -8.9086], "e_above_lowest_kj_mol": 429.1}